(1)
A structure of composition C19H36N3O9V in a non-equilibrium geometry, computed with ωB97M-V/def2-TZVPD.

Element x y z (Å)
V: -9.070 1.727 -8.819
C: -11.340 -1.105 -11.046
C: -10.447 -0.156 -10.267
O: -10.907 0.464 -9.338
O: -9.269 0.233 -10.555
H: -12.281 -0.599 -11.259
H: -11.620 -2.036 -10.552
H: -10.949 -1.528 -11.971
C: -6.023 -0.322 -6.728
C: -7.361 -0.665 -7.229
O: -8.118 0.261 -7.536
N: -7.829 -1.959 -7.134
C: -9.238 -2.267 -7.347
H: -5.435 -1.238 -6.673
H: -6.067 0.083 -5.717
H: -5.670 0.273 -7.570
H: -7.410 -2.729 -6.632
H: -9.852 -1.968 -6.498
H: -9.279 -3.355 -7.295
H: -9.597 -1.867 -8.296
C: -9.255 3.029 -13.515
C: -8.760 1.697 -14.106
O: -8.845 1.588 -15.325
N: -8.342 0.720 -13.256
C: -7.922 -0.568 -13.759
H: -10.052 2.835 -12.797
H: -9.636 3.734 -14.253
H: -8.517 3.648 -13.003
H: -8.580 0.822 -12.279
H: -7.591 -1.027 -12.827
H: -7.045 -0.488 -14.401
H: -8.672 -1.268 -14.126
C: -14.990 -0.911 -12.762
C: -15.028 -0.497 -14.214
O: -16.081 -0.188 -14.725
N: -13.925 -0.332 -14.956
C: -12.512 -0.349 -14.495
H: -14.333 -1.776 -12.672
H: -15.999 -1.293 -12.602
H: -14.893 -0.118 -12.021
H: -14.194 0.023 -15.863
H: -12.052 0.597 -14.209
H: -11.955 -0.787 -15.323
H: -12.330 -1.091 -13.717
O: -15.363 0.707 -5.680
C: -15.086 0.000 -6.656
O: -15.685 -1.187 -6.743
C: -15.120 -1.967 -7.747
C: -14.238 -1.145 -8.623
C: -13.928 0.016 -7.589
H: -15.940 -2.462 -8.267
H: -14.533 -2.762 -7.287
H: -14.731 -0.738 -9.506
H: -13.278 -1.480 -9.015
H: -14.111 1.014 -7.987
H: -13.017 -0.210 -7.035
O: -11.803 -4.713 -9.071
C: -12.832 -4.819 -9.711
O: -14.132 -4.734 -9.201
C: -15.103 -4.868 -10.241
C: -14.402 -4.567 -11.475
C: -12.965 -4.843 -11.244
H: -15.708 -3.980 -10.061
H: -15.585 -5.842 -10.158
H: -14.501 -3.519 -11.758
H: -14.816 -5.226 -12.238
H: -12.253 -4.218 -11.784
H: -12.728 -5.839 -11.619

Values from the calculation:
* charge: 0
* HOMO level (spin up / spin down): -6.3 / -9.2 eV
* Kohn-Sham gap (spin up / spin down): 0.2346 / 0.3396 Ha
* spin multiplicity: 5

***

(2)
A cluster of 13 separate species, C39H99N9O25P4 in total in a non-equilibrium geometry, computed with ωB97M-V/def2-TZVPD.

Element x y z (Å)
C: -5.298 -29.881 4.412
O: -5.417 -29.105 3.186
P: -6.858 -28.382 2.835
O: -7.082 -27.929 1.421
O: -7.976 -29.484 3.329
C: -8.400 -30.444 2.407
O: -6.933 -27.213 4.039
C: -7.828 -26.149 3.862
H: -5.761 -30.868 4.396
H: -5.801 -29.358 5.225
H: -4.356 -29.994 4.949
H: -7.754 -31.320 2.458
H: -8.452 -29.977 1.423
H: -9.384 -30.842 2.657
H: -7.997 -25.547 4.755
H: -8.807 -26.504 3.541
H: -7.371 -25.463 3.149
C: -8.570 -23.438 0.834
O: -8.166 -22.172 1.280
P: -9.228 -20.897 1.236
O: -9.653 -20.588 -0.177
O: -8.475 -19.693 2.003
C: -7.330 -19.084 1.357
O: -10.479 -21.323 2.182
C: -11.340 -20.212 2.555
H: -8.737 -24.118 1.670
H: -7.786 -23.800 0.169
H: -9.557 -23.402 0.373
H: -7.585 -18.033 1.219
H: -7.056 -19.492 0.383
H: -6.432 -19.069 1.974
H: -12.216 -20.243 1.907
H: -10.971 -19.188 2.504
H: -11.654 -20.349 3.590
C: -8.745 -25.575 11.858
O: -7.631 -24.964 11.246
P: -6.299 -25.806 10.761
O: -6.102 -27.072 11.579
O: -5.048 -24.782 10.861
C: -5.075 -23.417 10.335
O: -6.486 -26.122 9.151
C: -7.452 -26.911 8.652
H: -9.063 -25.058 12.763
H: -8.518 -26.605 12.134
H: -9.603 -25.620 11.188
H: -4.152 -23.238 9.782
H: -5.084 -22.651 11.109
H: -5.862 -23.348 9.584
H: -8.016 -26.268 7.976
H: -8.097 -27.354 9.411
H: -7.029 -27.761 8.116
C: -5.765 -24.159 6.929
O: -5.816 -24.076 5.532
P: -4.454 -24.219 4.656
O: -3.180 -23.729 5.244
O: -4.495 -25.766 4.219
C: -3.763 -26.257 3.053
O: -4.893 -23.409 3.307
C: -5.596 -22.213 3.448
H: -5.897 -25.232 7.068
H: -6.515 -23.584 7.472
H: -4.776 -23.841 7.258
H: -4.332 -26.386 2.132
H: -3.459 -27.289 3.227
H: -2.825 -25.712 2.949
H: -6.199 -22.150 4.354
H: -6.260 -22.080 2.595
H: -4.983 -21.321 3.575
C: 0.235 -21.510 2.818
O: 0.399 -20.778 3.829
N: -0.975 -21.715 2.290
C: -1.080 -22.612 1.148
C: -2.223 -21.211 2.845
H: 1.110 -21.912 2.283
H: -1.914 -23.302 1.274
H: -0.204 -23.251 1.033
H: -1.296 -22.046 0.242
H: -2.914 -22.052 2.797
H: -2.110 -21.028 3.914
H: -2.695 -20.395 2.298
C: -2.022 -25.738 7.905
O: -1.383 -25.017 8.670
N: -2.721 -26.814 8.296
C: -3.804 -27.317 7.400
C: -2.805 -27.285 9.710
H: -2.143 -25.489 6.839
H: -3.665 -27.121 6.337
H: -4.835 -27.109 7.688
H: -3.812 -28.407 7.441
H: -1.945 -26.927 10.277
H: -3.695 -26.852 10.167
H: -2.974 -28.361 9.699
C: -0.811 -26.734 0.257
O: -1.481 -26.104 1.053
N: -0.702 -26.398 -1.039
C: 0.416 -26.821 -1.861
C: -1.542 -25.427 -1.758
H: -0.046 -27.458 0.578
H: 1.020 -27.627 -1.443
H: 1.089 -26.011 -2.141
H: -0.056 -27.378 -2.671
H: -2.311 -25.003 -1.112
H: -1.214 -24.486 -2.201
H: -2.164 -25.964 -2.474
C: -9.377 -23.543 7.194
O: -9.790 -24.587 7.711
N: -9.696 -23.073 5.984
C: -9.195 -21.773 5.525
C: -10.569 -23.774 5.089
H: -8.726 -22.952 7.856
H: -8.876 -21.903 4.491
H: -8.261 -21.570 6.049
H: -9.841 -20.896 5.574
H: -10.444 -23.508 4.039
H: -10.699 -24.847 5.229
H: -11.592 -23.455 5.290
C: 0.350 -26.088 3.895
O: 0.806 -27.129 3.395
N: 0.808 -25.517 5.037
C: 0.385 -24.206 5.524
C: 1.867 -26.122 5.911
H: -0.478 -25.558 3.398
H: -0.280 -24.322 6.380
H: -0.296 -23.678 4.856
H: 1.167 -23.451 5.615
H: 1.425 -26.640 6.762
H: 2.385 -26.718 5.159
H: 2.435 -25.281 6.310
C: -5.358 -29.742 -0.286
O: -6.224 -30.631 -0.437
N: -4.051 -30.021 0.036
C: -3.242 -28.913 0.537
C: -3.376 -31.367 0.031
H: -5.629 -28.676 -0.317
H: -3.644 -27.916 0.354
H: -2.285 -29.156 0.077
H: -3.179 -28.986 1.622
H: -2.802 -31.375 0.957
H: -4.112 -32.170 0.083
H: -2.692 -31.629 -0.776
C: -5.193 -25.529 -1.093
O: -5.181 -26.646 -1.638
N: -4.993 -24.334 -1.731
C: -4.764 -23.035 -1.114
C: -5.011 -24.272 -3.216
H: -5.119 -25.451 0.003
H: -3.742 -22.665 -1.195
H: -4.921 -22.958 -0.038
H: -5.453 -22.342 -1.596
H: -5.114 -25.247 -3.691
H: -5.831 -23.612 -3.499
H: -4.053 -23.963 -3.635
C: -6.050 -20.351 8.744
O: -6.794 -21.184 8.193
N: -4.717 -20.251 8.472
C: -3.857 -19.485 9.375
C: -4.033 -21.118 7.547
H: -6.296 -19.536 9.442
H: -4.450 -19.009 10.157
H: -3.214 -18.791 8.834
H: -3.191 -20.174 9.893
H: -3.317 -20.550 6.954
H: -3.418 -21.892 8.005
H: -4.700 -21.508 6.777
C: -3.772 -15.662 4.682
O: -3.838 -14.785 5.501
N: -4.108 -16.954 4.841
C: -3.915 -17.977 3.831
C: -4.783 -17.355 6.100
H: -3.445 -15.517 3.641
H: -3.167 -18.697 4.163
H: -3.524 -17.550 2.907
H: -4.838 -18.533 3.667
H: -5.114 -16.529 6.729
H: -5.664 -17.890 5.744
H: -4.239 -18.115 6.661

Values from the calculation:
* charge: 0
* HOMO level: -8.6 eV
* energy above the lowest of the compared OMol25 structures with the same formula, charge and spin: 360.7 kJ/mol
* Kohn-Sham gap: 0.3168 Ha
* spin multiplicity: 1

***

(3)
A cluster of 2 separate species, CH3NO2 in total in a non-equilibrium geometry, computed with ωB97M-V/def2-TZVPD.

Element x y z (Å)
C: 0.990 -0.019 -1.200
N: 1.116 -1.056 -2.027
O: 0.021 -0.793 -1.043
O: -0.466 0.774 1.607
H: -0.861 0.038 1.014
H: 1.654 -1.798 -1.737
H: -0.062 1.432 0.981

Values from the calculation:
* charge: 0
* HOMO level (spin up / spin down): -7.5 / -11.2 eV
* energy above the lowest of the compared OMol25 structures with the same formula, charge and spin: 364.5 kJ/mol
* Kohn-Sham gap (spin up / spin down): 0.3089 / 0.3131 Ha
* spin multiplicity: 3

***

(4)
A structure of composition C15H9N7O3SeW in a non-equilibrium geometry, computed with ωB97M-V/def2-TZVPD.

Element x y z (Å)
W: 0.335 -0.742 -0.111
O: 1.457 0.281 3.598
C: 1.139 0.383 2.474
O: 1.003 -0.738 1.628
C: 0.819 1.625 1.712
C: 1.013 2.880 2.244
C: 0.702 3.976 1.446
C: 0.212 3.764 0.168
C: 0.044 2.466 -0.289
N: 0.345 1.410 0.473
H: 1.398 2.980 3.249
H: 0.843 4.981 1.821
H: -0.041 4.590 -0.481
H: -0.332 2.271 -1.284
N: 4.145 -0.920 -1.586
C: 2.938 -1.290 -1.232
O: 2.000 -0.343 -1.142
C: 2.556 -2.612 -0.941
C: 1.227 -2.653 -0.547
N: 0.046 -2.845 -0.313
C: 3.423 -3.718 -1.138
N: 4.204 -4.542 -1.318
H: 4.336 0.034 -1.850
H: 4.886 -1.606 -1.651
Se: -1.889 -0.196 -3.328
N: -3.513 -0.416 -2.708
C: -3.475 -0.625 -1.402
C: -4.541 -0.881 -0.481
C: -4.194 -1.096 0.818
C: -2.828 -1.091 1.248
N: -1.830 -0.842 0.431
C: -2.174 -0.593 -0.855
N: -1.156 -0.360 -1.680
H: -5.567 -0.910 -0.823
H: -4.942 -1.303 1.569
H: -2.590 -1.318 2.280

Values from the calculation:
* charge: +2
* HOMO level: -15.0 eV
* energy above the lowest of the compared OMol25 structures with the same formula, charge and spin: 12.7 kJ/mol
* Kohn-Sham gap: 0.2207 Ha
* spin multiplicity: 1

***

Among the records above, which one has the highest spin multiplicity? C19H36N3O9V

***

Look up the charge of the second one. 0

***

Which of these has the highest spin multiplicity? C19H36N3O9V

***

spin multiplicity of number 4 (C15H9N7O3SeW)? 1